Computed, not measured: C14H45BF4N9O8 as an isolated structure in a non-equilibrium geometry, with ωB97M-V/def2-TZVPD.

Geometry as XYZ:
```
81
C14H45BF4N9O8 ωB97M-V/def2-TZVPD
B 0.0412 0.3677 -0.2888
F 0.7698 -0.7722 0.1292
F -0.1835 0.2331 -1.6247
F -1.1499 0.4833 0.3628
F 0.6983 1.5320 -0.0779
C 2.1921 3.1590 1.7487
C 1.0806 2.3826 2.4829
C -0.2863 3.1118 2.4141
O -0.0634 4.4045 2.9846
C -1.2540 5.1211 3.2017
N 1.0096 0.9891 2.0255
H 3.0836 2.6122 1.4415
H 2.4423 4.1016 2.2355
H 1.8621 3.3550 0.7285
H 1.4161 2.3829 3.5200
H -1.0155 2.6104 3.0505
H -0.8431 3.2376 1.4855
H -1.0076 6.0235 3.7614
H -1.9707 4.5855 3.8242
H -1.6903 5.3198 2.2228
H 1.9675 0.6696 2.0078
H 0.8078 1.1268 1.0454
C -2.1964 -1.7556 1.2848
C -3.1212 -0.7783 0.5648
O -3.2653 -1.2213 -0.7569
H -2.0805 -1.3902 2.3052
H -1.2415 -1.8562 0.7691
H -2.6524 -2.7442 1.3394
H -2.7193 0.2227 0.7215
H -4.0781 -0.7260 1.0840
H -2.3723 -1.3213 -1.0947
C 0.4526 -1.9283 -2.6518
C -1.0601 -1.9384 -2.7761
O -1.5517 -1.6712 -1.3996
H 0.9311 -2.5273 -1.8769
H 0.7001 -0.8785 -2.4940
H 1.1020 -2.1239 -3.5051
H -1.3738 -2.9116 -3.1537
H -1.4276 -1.1085 -3.3797
H -1.0352 -0.8904 -1.1871
C 2.2978 -2.1447 2.0689
C 2.6541 -3.5977 1.5685
O 1.4357 -4.0944 1.3378
H 3.1599 -1.5107 1.8613
H 1.9576 -2.0207 3.0970
H 1.5463 -1.6979 1.4180
H 3.2150 -4.1282 2.3380
H 3.2733 -3.5949 0.6715
H 1.0210 -4.3355 2.1693
C 0.1298 1.9986 -3.3145
O 0.0607 2.8666 -4.1617
N 0.2459 0.7759 -3.5675
N 0.3845 2.1390 -2.0633
H 0.3314 0.1470 -2.7818
H 0.2686 0.4374 -4.5188
H 0.4993 3.0971 -1.7652
H 0.1720 1.3775 -1.4348
C -0.6269 -4.2084 -0.1015
O -0.3927 -5.3658 0.0469
N -1.7406 -3.8525 -0.5957
N 0.1805 -3.1364 0.0370
H -1.9423 -2.9251 -0.9411
H -2.4439 -4.5457 -0.8077
H 0.9380 -3.2325 0.6981
H 0.0837 -2.3754 -0.6200
C -3.0754 1.6159 -1.0525
O -4.0570 2.1855 -1.4936
N -2.4127 0.6875 -1.6943
N -2.5090 1.9677 0.1056
H -2.6482 0.3628 -2.6212
H -1.4917 0.5588 -1.3002
H -2.8553 2.8038 0.5541
H -1.7967 1.3277 0.4266
C 3.4213 0.2575 -0.8098
O 4.5657 0.0695 -1.1811
N 2.8999 1.4206 -0.5972
N 2.4792 -0.5686 -0.8040
H 3.6040 2.1269 -0.7568
H 1.9045 1.5601 -0.4981
H 1.6047 -0.4302 -0.3179
H 2.7409 -1.5063 -1.0730
```

Output
net charge: -1
strongest force on any atom: 18.133 eV/A
E: -2078.70225 hartree